No. 1
The following is a quantum chemistry calculation of C16H6Cl8EuISi as an isolated structure in a non-equilibrium geometry, from the OMol25 dataset.

The geometry in XYZ format:
```
33
Properties=species:S:1:pos:R:3:forces:R:3
Eu 1.086970 -0.599923 -1.145211 -0.1 -0.4 0.5
Cl -2.483082 -0.306869 -2.738488 -0.5 0.0 -0.4
C -1.531953 1.125051 -2.891152 2.2 2.5 -0.4
C -0.432283 1.240747 -2.059238 1.1 -0.1 1.3
C 0.480854 2.323096 -1.932311 -2.7 -1.3 -1.8
Cl 1.847336 2.251508 -0.790211 -0.4 0.2 -0.2
C 0.301760 3.357888 -2.823444 -1.3 -0.7 -1.2
Cl 1.206615 4.797850 -2.711808 0.4 0.6 -0.3
C -0.712362 3.189508 -3.873323 0.9 -0.1 0.1
Cl -0.425533 4.096063 -5.380825 -0.6 -0.1 1.0
C -1.676445 2.150309 -3.901187 1.2 -0.5 2.1
Cl -2.976571 2.117061 -4.990065 -0.2 0.0 -0.7
I 1.343949 -3.746694 0.632287 -0.3 1.3 1.2
C 0.746526 -2.474437 2.372707 0.5 -0.6 0.9
C 1.108352 -2.878215 3.625582 1.5 -1.9 -0.3
C 0.545017 -2.389494 4.818146 -0.6 0.8 0.5
C -0.306839 -1.320772 4.740442 -0.4 0.7 -1.3
C -0.695575 -0.786989 3.412350 1.1 -1.0 2.1
C -1.614165 0.274596 3.279983 -0.1 -0.3 -1.3
C -2.016602 0.629486 2.008431 -0.5 1.1 -0.9
C -1.440693 0.045198 0.825659 0.7 -0.5 2.4
C -0.377099 -0.844691 0.962854 -0.9 -0.3 -1.3
C -0.109046 -1.370448 2.244309 -0.7 0.9 -0.6
H 1.943845 -3.591912 3.708145 -0.8 -0.1 0.0
H 0.705853 -2.864195 5.809024 0.4 0.4 -0.9
H -0.632319 -0.810376 5.658789 -0.3 -0.4 -0.5
H -2.073555 0.726722 4.137051 0.0 0.2 0.4
H -2.721793 1.496085 1.856798 0.5 -1.1 0.4
H -1.818307 0.215212 -0.156308 -0.2 0.8 -0.3
Cl 3.859342 -1.455428 -1.920672 0.4 0.9 1.0
Si 3.378184 -2.138908 -3.866537 -1.4 -2.8 -0.2
Cl 4.452070 -0.983312 -5.145741 0.6 1.5 -0.8
Cl 1.037549 -1.473715 -3.766038 0.4 0.1 -0.5
```
Forces are in eV/Å.

## Properties
- Charge: -1
- LUMO energy (spin up / spin down): 0.0855 / 0.0854 Eh
- HOMO-LUMO gap (spin up / spin down): 6.87 / 7.14 eV
- ⟨S²⟩: 15.76
- Calculated total energy: -152179.590 eV
- ΔE to the lowest compared entry with this formula, charge and spin: 122.22 kJ/mol
- Multiplicity: 8

***

No. 2
The following is a quantum chemistry calculation of C18H22BN3O11P2Sc as an isolated structure in a non-equilibrium geometry, from the OMol25 dataset.

The geometry in XYZ format:
```
58
Properties=species:S:1:pos:R:3:forces:R:3
Sc -0.470700 1.141063 -0.136063 0.9 1.8 0.9
O -1.043642 5.100995 1.617748 0.0 0.1 -0.1
C -0.831201 3.927609 1.385903 0.1 -0.1 0.0
N -0.088149 3.346725 0.396601 -0.1 -0.3 0.0
C 0.782101 4.085031 -0.351488 0.1 -0.1 0.1
O 0.896338 5.289566 -0.460159 -0.1 0.1 0.0
C 1.795954 3.199472 -1.063566 -0.1 -0.1 0.1
C 2.703746 3.762636 -1.941634 0.1 0.1 -0.1
C 3.643192 2.941817 -2.538814 0.0 0.0 0.0
C 3.652254 1.588352 -2.232095 0.0 0.1 0.0
C 2.703056 1.108723 -1.350790 -0.1 0.0 0.1
N 1.794545 1.897143 -0.776398 -0.3 -0.2 0.0
C -1.384466 2.891851 2.354092 0.1 -0.1 -0.1
C -2.288276 3.266486 3.329750 -0.1 0.0 0.1
C -2.768725 2.296973 4.192646 0.0 0.0 0.0
C -2.318720 0.990990 4.063933 0.0 0.0 0.0
C -1.410448 0.703715 3.061915 0.1 0.1 -0.1
N -0.953922 1.638273 2.226138 0.0 -0.4 -0.2
H 2.641691 4.825251 -2.128839 0.0 0.0 0.0
H 4.360011 3.348928 -3.240462 0.0 0.0 0.0
H 4.367227 0.910183 -2.677935 0.0 0.0 0.0
H 2.645373 0.055774 -1.103404 0.0 0.0 0.0
H -2.594907 4.301466 3.376647 0.0 0.0 0.0
H -3.493783 2.553264 4.955639 0.0 0.0 0.0
H -2.674523 0.202386 4.713282 0.0 0.0 0.0
H -1.040198 -0.302128 2.901613 0.0 0.0 0.0
O -2.790588 2.334823 -2.881206 -0.2 0.1 0.0
P -1.848931 1.049402 -2.937441 0.2 -0.2 0.0
O -1.694509 0.574767 -4.309580 0.0 -0.1 0.0
O -0.591135 1.382252 -2.105292 -0.4 -0.3 -0.5
O -2.640024 -0.067712 -2.018404 -0.1 0.2 -0.1
P -3.334436 0.261070 -0.589987 0.0 0.2 -0.1
O -2.820639 -0.995712 0.289454 0.0 0.0 -0.1
O -4.790967 0.364482 -0.672676 0.0 0.0 0.0
O -2.509705 1.429605 -0.025455 -0.4 -0.5 -0.2
H -2.915177 2.667614 -1.981796 0.1 0.0 0.0
H -3.003040 -1.823395 -0.169026 0.0 -0.1 0.0
C 1.055280 -4.224789 1.619971 0.1 -0.1 0.1
C 1.319578 -3.112169 0.624836 -0.1 0.0 0.0
C 2.816344 -3.005930 0.350797 0.0 0.1 0.0
O 0.898489 -1.864321 1.209664 0.0 0.0 0.0
B 0.355485 -1.047987 0.214450 0.2 -0.4 -0.1
O 0.240256 -1.795521 -0.967062 0.1 -0.1 0.1
C 0.472298 -3.185797 -0.674563 0.0 0.0 0.0
C -0.892203 -3.829191 -0.465807 -0.1 0.0 0.0
C 1.170659 -3.834854 -1.854005 0.0 0.0 -0.1
H 1.658517 -4.056184 2.514638 0.0 0.0 0.0
H 1.332903 -5.195056 1.196902 0.0 0.0 0.0
H 0.008194 -4.258458 1.918630 0.1 0.0 0.0
H 3.311877 -2.704179 1.275225 0.0 0.0 0.0
H 3.022647 -2.247503 -0.406722 0.0 0.0 0.0
H 3.239188 -3.956536 0.017118 0.0 0.0 0.0
H -1.382697 -3.414929 0.418384 0.0 0.0 0.0
H -0.820577 -4.914188 -0.351687 0.0 0.0 0.0
H -1.505227 -3.609398 -1.343057 0.0 0.0 0.0
H 2.031580 -3.248100 -2.171222 0.0 0.0 0.0
H 0.479330 -3.897724 -2.696831 0.0 0.0 0.0
H 1.503398 -4.846941 -1.602527 0.0 0.0 0.0
```
Forces are in eV/Å.

## Properties
- Charge: -1
- LUMO energy: 0.0871 Eh
- HOMO-LUMO gap: 7.92 eV
- Calculated total energy: -85987.548 eV
- ΔE to the lowest compared entry with this formula, charge and spin: 99.60 kJ/mol

***

No. 3
The following is a quantum chemistry calculation of C36H49I2N6PSTa as an isolated structure in a non-equilibrium geometry, from the OMol25 dataset.

The geometry in XYZ format:
```
96
Properties=species:S:1:pos:R:3:forces:R:3
Ta -0.749839 -0.239522 -1.675523 -3.3 -0.1 -1.4
N -3.080835 0.269208 -0.175545 1.0 0.0 -0.5
C -4.009645 1.224232 -0.805160 -0.1 0.2 -0.2
C -4.185806 0.865466 -2.261588 -0.2 0.0 0.1
N -2.914319 1.104959 -2.948804 0.7 -0.3 0.5
H -3.548704 -0.633366 -0.111415 0.2 -0.1 0.0
H -2.929854 0.569345 0.784973 0.2 -0.1 0.0
H -3.576584 2.223184 -0.723496 -0.1 0.0 0.1
H -4.979165 1.231194 -0.304407 0.1 0.0 0.1
H -4.999406 1.455596 -2.688047 0.0 0.0 -0.1
H -4.443808 -0.190406 -2.371888 0.0 0.0 0.0
H -2.764569 2.110088 -3.018009 0.1 0.0 0.1
H -2.971183 0.756046 -3.901513 0.2 -0.1 0.0
C -0.112861 -1.438076 5.346014 0.1 -0.1 -0.1
C 0.786861 -2.079153 4.274037 0.0 0.1 0.3
C 1.765631 -1.031565 3.739864 -0.2 -0.2 0.0
C 1.611928 -3.209995 4.909291 -0.1 0.0 -0.1
C -0.121059 -2.634504 3.184508 0.1 0.1 -0.1
C -0.859738 -3.804534 3.455239 -0.1 -0.1 -0.1
C -1.653081 -4.405353 2.506765 0.0 0.0 0.0
C -1.743027 -3.800883 1.259337 0.0 0.1 -0.1
S -2.613015 -4.365348 -0.122472 0.2 0.4 -0.1
C -2.081359 -2.998708 -0.999767 -0.1 -0.4 0.3
N -1.335013 -2.137580 -0.322453 0.5 0.9 -1.0
C -1.087722 -2.598067 0.973237 0.1 -0.1 0.5
C -0.259523 -2.024795 1.943107 0.1 0.1 -0.1
C -2.362273 -2.828942 -2.410931 -0.2 -0.2 -0.4
C -3.128443 -3.751448 -3.128038 0.1 0.1 0.2
C -3.331366 -3.573334 -4.485998 0.0 0.0 0.0
C -2.764489 -2.482057 -5.139723 0.0 0.2 0.0
C -1.994394 -1.572132 -4.432840 0.0 0.0 -0.3
C -1.792789 -1.729863 -3.064815 1.5 1.4 1.8
H 0.495129 -1.098449 6.184406 0.0 0.0 0.0
H -0.841121 -2.152648 5.728642 0.0 0.0 0.0
H -0.647962 -0.580569 4.935342 0.0 -0.1 0.1
H 2.419344 -0.707848 4.548510 0.0 0.0 0.0
H 1.253199 -0.146705 3.362066 0.0 -0.1 0.0
H 2.388524 -1.459817 2.952230 0.0 0.0 0.0
H 2.313315 -2.788191 5.627587 0.0 0.0 0.0
H 2.177664 -3.744185 4.144453 0.1 0.0 0.0
H 0.998966 -3.929982 5.447786 0.0 0.0 0.0
H -0.797828 -4.262346 4.431112 0.1 0.0 0.0
H -2.184666 -5.324568 2.709067 0.0 0.0 0.1
H 0.288084 -1.119432 1.707494 0.0 0.0 0.0
H -3.559238 -4.605670 -2.621469 -0.1 0.0 -0.1
H -3.926694 -4.287376 -5.038205 0.0 0.0 0.0
H -2.925616 -2.340847 -6.199882 0.0 0.0 0.0
H -1.536290 -0.747472 -4.966699 0.0 0.0 0.0
I 1.671417 -3.260847 -1.372120 -0.2 0.4 -0.3
C 2.580488 -3.408652 -3.307975 -0.1 0.3 0.0
I 1.759470 -2.048605 -4.726858 0.2 -0.2 0.1
H 2.427257 -4.418053 -3.671269 -0.1 0.0 0.0
H 3.633540 -3.185486 -3.188374 0.0 0.0 0.0
C 1.390536 4.494402 0.348483 0.0 0.0 0.0
C 0.770590 3.444879 -0.572183 0.0 -0.5 -0.2
C 1.260557 3.663695 -2.002344 0.1 0.1 0.1
C -0.756758 3.547792 -0.508106 0.1 0.1 0.0
P 1.176300 1.663350 -0.019283 -0.2 -0.3 0.0
C 0.800641 1.772523 1.758360 -0.1 -0.2 -0.3
C 1.668860 2.366336 2.674182 -0.1 0.0 0.0
C 1.262043 2.575371 3.982380 0.0 0.0 0.1
C -0.011303 2.205753 4.392174 0.0 0.0 -0.1
C -0.878560 1.606250 3.489637 -0.1 0.1 0.0
C -0.471140 1.387294 2.183497 0.1 0.1 0.0
C 2.975675 1.130235 -0.272413 -0.3 0.0 -0.1
C 4.022726 2.223347 -0.052395 0.0 0.0 0.0
C 3.197545 -0.029454 0.701193 0.0 0.1 0.0
C 3.096974 0.619336 -1.712200 -0.1 0.1 0.0
H 1.167705 5.481334 -0.062770 0.0 0.0 0.0
H 2.473918 4.408481 0.407469 0.0 0.0 0.0
H 0.975670 4.458314 1.352724 0.0 0.0 0.0
H 0.865612 4.605438 -2.387453 0.0 0.0 0.0
H 0.932315 2.864731 -2.659036 0.1 0.1 0.0
H 2.346649 3.728001 -2.046057 0.0 0.0 -0.1
H -1.060706 4.548907 -0.819006 0.0 0.0 -0.1
H -1.127011 3.398863 0.506712 0.0 -0.1 0.0
H -1.236115 2.820814 -1.180242 0.0 0.0 0.0
H 2.655588 2.686294 2.378168 0.0 0.0 0.0
H 1.939560 3.045972 4.681456 0.0 0.0 0.0
H -0.329928 2.387526 5.409187 0.0 0.0 0.0
H -1.872371 1.321546 3.809669 0.0 0.0 0.0
H -1.137003 0.900208 1.477276 0.1 0.0 0.1
H 4.032510 2.608391 0.963675 0.0 0.0 0.0
H 3.901492 3.052707 -0.746753 0.0 0.0 0.0
H 5.007722 1.789387 -0.234842 0.0 0.0 0.0
H 3.206586 0.308352 1.736110 -0.1 0.0 0.0
H 4.166906 -0.489649 0.500760 0.0 0.0 -0.1
H 2.431952 -0.802098 0.583506 0.0 0.0 0.1
H 2.972002 1.419848 -2.442934 0.0 0.0 0.0
H 2.365197 -0.167819 -1.922020 0.1 0.0 0.0
H 4.094416 0.200604 -1.854271 0.0 0.0 0.0
N 0.704482 3.474605 -7.032786 0.0 -0.1 0.1
C 0.613183 2.686593 -6.198433 0.1 0.3 -0.4
N 0.501505 1.789095 -5.249728 -0.1 -0.2 0.6
C 0.209164 1.346543 -4.197003 0.4 0.0 -0.8
N -0.063222 0.793962 -3.134141 -0.4 -1.2 1.5
```
Forces are in eV/Å.

## Properties
- Charge: +3
- LUMO energy: -0.4081 Eh
- HOMO-LUMO gap: 5.00 eV
- Calculated total energy: -84918.442 eV
- ΔE to the lowest compared entry with this formula, charge and spin: 0.00 kJ/mol

***

No. 4
The following is a quantum chemistry calculation of C2H6N4S as an isolated structure in a non-equilibrium geometry, from the OMol25 dataset.

The geometry in XYZ format:
```
13
Properties=species:S:1:pos:R:3:forces:R:3
C -0.135484 0.213372 0.472851 -1.1 -0.8 -3.3
C 0.637100 1.438478 0.073288 0.2 0.0 0.1
N 0.525061 -0.703480 1.264666 0.4 0.1 1.3
N 0.807948 -1.791224 0.730184 0.2 -0.9 -0.1
N -0.214630 -0.818408 -1.094407 0.2 2.3 1.6
N 0.422188 -1.896651 -0.514748 -0.2 -0.5 -0.4
S -1.813120 0.539334 1.058255 0.1 -0.1 0.1
H 1.585268 1.136283 -0.366788 0.0 0.0 0.0
H 0.837567 2.036263 0.962564 0.0 0.1 0.0
H 0.086243 2.029128 -0.656762 0.0 0.0 0.0
H -1.199213 -1.022916 -1.274515 0.0 -0.2 0.4
H 0.468520 -2.794680 -0.971965 0.2 0.2 0.2
H -2.007449 1.634500 0.317377 0.0 0.1 0.0
```
Forces are in eV/Å.

## Properties
- LUMO energy: 0.0290 Eh
- HOMO-LUMO gap: 9.22 eV
- Calculated total energy: -18963.468 eV
- ΔE to the lowest compared entry with this formula, charge and spin: 345.16 kJ/mol

***

No. 5
The following is a quantum chemistry calculation of C10H13NOS as an isolated structure in a non-equilibrium geometry, from the OMol25 dataset.

The geometry in XYZ format:
```
26
Properties=species:S:1:pos:R:3:forces:R:3
C -3.245083 -1.047697 0.913359 0.7 -0.8 -1.2
C -2.469808 -2.170377 0.519201 -0.4 2.7 0.0
C -2.969939 0.197066 0.362755 -0.2 -2.0 1.5
C -1.366265 -1.919746 -0.277632 0.2 3.2 -1.3
C -1.912892 0.392095 -0.423368 3.8 -0.5 -3.0
C -0.988827 -0.636283 -0.871836 -4.8 -0.6 4.3
C 1.781670 -0.069481 -0.746489 -2.6 -4.4 -0.4
C 1.171428 2.175133 -0.192061 0.4 -1.1 -1.5
C 2.651366 0.855731 1.344284 -1.4 4.2 -0.8
C 0.135725 -0.445844 -1.733827 3.5 0.8 2.0
N 2.039417 0.975502 0.007543 -1.8 1.5 -0.2
O 3.741507 -1.400812 0.227582 2.1 -0.6 1.3
S 2.469427 -1.621502 -0.455653 -1.9 2.0 -2.2
H -4.092354 -1.134790 1.547683 -0.5 -0.3 0.5
H -2.786374 -3.131812 0.820514 0.2 -1.0 0.4
H -3.510159 1.027806 0.641779 -1.4 1.6 0.6
H -0.653187 -2.587594 -0.556641 1.5 -2.9 -0.4
H -1.719601 1.383293 -0.775792 0.0 0.6 -0.3
H 0.330390 1.921946 -0.893380 0.9 0.4 1.0
H 0.834243 2.520099 0.743238 -0.8 0.1 1.2
H 1.728832 3.000777 -0.596689 0.4 0.3 -0.5
H 1.942175 1.103038 2.154348 -0.1 0.2 -0.6
H 2.936412 -0.085623 1.481211 1.7 -3.5 0.6
H 3.450668 1.594905 1.306517 0.3 -0.3 0.7
H 0.107527 0.454380 -2.289980 -0.2 0.4 -1.1
H 0.393712 -1.350205 -2.256676 0.4 0.0 -0.4
```
Forces are in eV/Å.

## Properties
- LUMO energy (spin up / spin down): 0.0016 / 0.0016 Eh
- HOMO-LUMO gap (spin up / spin down): 7.31 / 7.31 eV
- Calculated total energy: -24949.546 eV
- ΔE to the lowest compared entry with this formula, charge and spin: 474.31 kJ/mol